Record 1
Here is 2 unconnected molecules or ions with the total composition C9H14S at a distorted geometry from the OMol25 dataset. Energies are from the ωB97M-V functional and the def2-TZVPD basis.

Atoms and positions in Å:
C  -0.3121  1.4520  -2.1598
C  -0.6972  0.0872  -1.5717
C  -1.4516  -0.1506  -0.4530
C  -1.5440  -1.4733  -0.0233
C  -1.3195  -2.5077  -0.9088
C  -0.8249  -2.2569  -2.2043
C  -0.3909  -0.9709  -2.4659
H  0.4653  1.4607  -2.9021
H  -0.1390  2.2509  -1.4165
H  -1.2001  1.6816  -2.7682
H  -1.8384  0.7303  0.0371
H  -1.8099  -1.6271  1.0097
H  -1.6951  -3.5013  -0.5732
H  -0.4910  -3.0007  -2.9153
H  -0.0008  -0.8043  -3.4510
C  1.1435  1.7995  2.7838
C  1.2302  0.5094  1.9809
S  2.2336  -0.8244  2.8609
H  0.4973  2.5402  2.3031
H  2.0643  2.3542  2.5789
H  1.0056  1.5790  3.8241
H  0.2874  0.0667  1.6797
H  1.8615  0.5942  1.0873
H  2.9258  0.0116  3.6676

Cartesian forces (eV/Å) of the 3 atoms listed first:
C -1.8 0.2 0.7
C 1.1 0.2 -2.9
C 1.3 0.4 -0.1

Output
Relative energy (zero: lowest compared OMol25 entry of this formula, charge and spin) = 1.148 eV
Kohn-Sham gap = 9.69 eV
Lowest unoccupied orbital energy = 0.84 eV

=====

Record 2
Here is a molecular structure, C5H9NO from the OMol25 dataset. Energies are from the ωB97M-V functional and the def2-TZVPD basis.

Atoms and positions in Å:
C  -1.6962  0.5590  -0.1110
C  0.4161  -0.7899  0.4077
C  1.2391  -0.0768  -0.5657
N  0.9850  0.3385  1.2266
C  -1.0198  -0.7391  0.1901
C  1.2648  0.7800  -1.5709
O  0.9250  -2.0335  0.7857
H  0.2004  -2.4490  1.2806
H  0.3320  1.0117  1.6160
H  1.7168  0.0239  1.8503
H  -1.3407  -1.5668  -0.4402
H  1.8672  1.6769  -1.5462
H  0.7770  0.5117  -2.5026
H  -2.7584  0.3994  -0.3020
H  -1.6356  1.2956  0.6955
H  -1.2729  1.0584  -1.0140

Cartesian forces (eV/Å) of the 3 atoms listed first:
C 0.1 0.1 0.0
C -0.1 -0.2 0.2
C -0.3 0.3 0.1

Output
Relative energy (zero: lowest compared OMol25 entry of this formula, charge and spin) = 6.266 eV
Kohn-Sham gap (alpha / beta) = 7.08 / 6.46 eV
Lowest unoccupied orbital energy (alpha / beta) = 0.33 / 0.14 eV